1.
Density functional theory data (ωB97M-V with the def2-TZVPD basis set) for an isolated molecule of C4H10N2O2.

Calculated values
E_LUMO in eV: 0.66
Kohn-Sham gap in eV: 10.45
DFT total energy in eV: -11383.13879
Energy above the lowest of the compared OMol25 structures with the same formula, charge and spin in eV: 3.764
SMILES string: C[C@H](O)[C@H](N)/C=N\O

```
! RIJCOSX wB97M-V def2-TZVPD def2/J DEFGRID3
* xyz 0 1
C 2.02 0.00 0.74
C 0.54 0.21 0.69
O 0.07 -0.21 1.98
C 0.02 -0.63 -0.48
N 0.42 0.11 -1.66
C -1.45 -0.87 -0.38
N -2.41 -0.03 -0.26
O -1.84 1.30 -0.36
H 2.23 -1.03 1.02
H 2.55 0.35 -0.19
H 2.43 0.65 1.55
H 0.28 1.25 0.58
H -0.91 -0.11 1.86
H 0.60 -1.54 -0.42
H -0.19 0.94 -1.60
H 0.09 -0.38 -2.46
H -1.87 -1.88 -0.25
H -2.57 1.87 -0.36
*
```

Quick look at the Löwdin charges, all values in e: -0.06, -0.44, -0.04, -0.36, 0.07, -0.12, 0.05, -0.08, 0.09, 0.10, 0.09, 0.13, 0.10, 0.14, 0.08, 0.07, 0.13, 0.07

=====

2.
Density functional theory data (ωB97M-V with the def2-TZVPD basis set) for an isolated molecule of C2H4N2O.

Calculated values
E_LUMO in eV: 0.70
Kohn-Sham gap in eV: 10.15
DFT total energy in eV: -7163.37831
Energy above the lowest of the compared OMol25 structures with the same formula, charge and spin in eV: 3.101
SMILES string: [H]/N=C\NC=O

```
! RIJCOSX wB97M-V def2-TZVPD def2/J DEFGRID3
* xyz 0 1
H -2.68 -0.51 -0.52
N -1.82 -0.73 -0.99
C -0.67 -0.62 -0.67
N 0.02 0.32 0.68
C 1.31 0.52 0.53
O 2.24 0.85 1.21
H 0.52 -0.60 -1.08
H -0.44 0.86 1.40
H 1.54 -0.08 -0.56
*
```

Quick look at the Löwdin charges, all values in e: 0.08, 0.13, -0.11, 0.03, -0.50, 0.03, 0.11, 0.11, 0.12

=====

3.
Density functional theory data (ωB97M-V with the def2-TZVPD basis set) for a cluster of 3 separate species, C2H6N2O in total.

Calculated values
E_LUMO in eV: 0.37
Kohn-Sham gap in eV: 9.91
DFT total energy in eV: -7197.42567
Energy above the lowest of the compared OMol25 structures with the same formula, charge and spin in eV: 2.362

```
! RIJCOSX wB97M-V def2-TZVPD def2/J DEFGRID3
* xyz 0 1
C 1.27 -0.13 -0.91
N 0.16 -0.23 -1.48
N -2.07 0.62 0.43
C 0.83 -0.29 1.46
O 1.66 0.11 2.11
H -0.14 -1.18 -1.71
H -2.34 -0.31 0.73
H -1.49 0.51 -0.40
H 1.96 -0.96 -0.69
H 1.63 0.86 -0.69
H -1.47 1.01 1.16
*
```

Quick look at the Löwdin charges, all values in e: -0.24, 0.01, 0.01, -0.01, 0.08, 0.06, 0.00, -0.04, 0.08, 0.07, -0.02

=====

4.
Density functional theory data (ωB97M-V with the def2-TZVPD basis set) for an isolated molecule of C3H6N4O.

Calculated values
E_LUMO (alpha / beta) in eV: 0.57 / 0.57
Kohn-Sham gap (alpha / beta) in eV: 7.88 / 7.88
DFT total energy in eV: -11211.42682
Energy above the lowest of the compared OMol25 structures with the same formula, charge and spin in eV: 5.350

```
! RIJCOSX wB97M-V def2-TZVPD def2/J DEFGRID3
* xyz 0 1
C 0.91 -0.06 -0.91
C -0.49 0.40 -0.91
C -0.91 -0.29 1.34
N -1.23 0.88 -1.91
N -2.42 0.97 -1.47
N -2.47 0.57 -0.22
N -1.22 0.16 0.18
O 1.82 0.92 -0.55
H 1.03 -1.07 -0.40
H 1.32 -0.31 -1.90
H -1.53 -1.00 1.90
H 0.03 -0.01 1.71
H 1.68 1.16 0.37
H -3.30 0.70 0.38
*
```

Quick look at the Löwdin charges, all values in e: -0.24, -0.28, -0.06, 0.08, -0.03, 0.06, -0.14, -0.04, 0.14, 0.13, 0.06, 0.04, 0.08, 0.19

=====

5.
Density functional theory data (ωB97M-V with the def2-TZVPD basis set) for a cluster of 13 separate species, C56H90N13O in total.

Calculated values
E_LUMO in eV: -1.43
Kohn-Sham gap in eV: 8.27
DFT total energy in eV: -80939.68500

```
! RIJCOSX wB97M-V def2-TZVPD def2/J DEFGRID3
* xyz 1 1
C -0.79 0.62 -2.73
C 0.03 0.11 -1.54
N 0.54 1.22 -0.64
C 1.12 2.41 -1.42
C -0.72 1.77 0.11
C -0.37 2.78 1.21
C 1.65 0.55 0.25
C 1.21 -0.73 1.05
O -0.16 -0.83 1.47
C -0.50 -2.06 1.98
H -0.30 1.35 -3.38
H -1.72 1.12 -2.46
H -1.06 -0.15 -3.45
H 0.87 -0.40 -2.01
H -0.48 -0.62 -0.90
H 1.65 3.05 -0.72
H 0.36 3.05 -1.88
H 1.80 2.07 -2.20
H -1.25 0.92 0.55
H -1.47 2.25 -0.53
H -1.28 3.24 1.58
H 0.24 3.60 0.81
H 0.19 2.36 2.04
H 1.94 1.36 0.93
H 2.40 0.40 -0.53
H 1.87 -0.81 1.92
H 1.54 -1.59 0.46
H -0.46 -2.77 1.16
H -1.58 -1.95 2.11
H -0.02 -2.41 2.89
C -1.30 -4.16 -4.69
C -2.40 -4.20 -3.58
C -2.10 -3.55 -2.21
C -0.75 -3.59 -1.75
N 0.37 -3.61 -1.44
H -1.00 -3.14 -4.91
H -1.66 -4.67 -5.58
H -0.50 -4.83 -4.38
H -2.63 -5.25 -3.45
H -3.31 -3.76 -3.98
H -2.79 -4.05 -1.53
H -2.24 -2.47 -2.33
C 1.53 -0.08 5.92
C 0.24 -0.83 5.84
C -0.49 -0.81 7.18
C 0.25 -1.34 8.32
N 0.78 -1.86 9.24
H 1.43 0.90 6.39
H 1.97 0.10 4.94
H 2.31 -0.56 6.51
H 0.45 -1.87 5.58
H -0.43 -0.36 5.12
H -1.42 -1.37 7.11
H -0.71 0.23 7.42
C 3.14 -1.03 -6.91
C 2.16 -1.94 -6.25
C 1.54 -1.20 -5.00
C 2.44 -0.69 -4.00
N 3.21 -0.25 -3.24
H 2.77 -0.22 -7.54
H 3.77 -1.61 -7.58
H 3.95 -0.71 -6.26
H 2.62 -2.84 -5.84
H 1.31 -2.08 -6.92
H 0.88 -1.89 -4.47
H 1.05 -0.30 -5.35
C -4.92 -4.30 0.83
C -4.25 -3.57 1.98
C -4.60 -2.08 1.90
C -3.94 -1.39 0.68
N -3.47 -0.87 -0.25
H -5.96 -4.00 0.70
H -4.88 -5.38 0.86
H -4.54 -3.95 -0.13
H -3.16 -3.68 1.98
H -4.55 -4.03 2.93
H -4.18 -1.57 2.76
H -5.68 -1.96 1.89
C 0.00 -5.53 6.64
C -1.49 -5.91 6.65
C -2.47 -4.73 6.73
C -2.29 -3.72 5.67
N -2.15 -2.97 4.82
H 0.24 -4.98 5.73
H 0.67 -6.37 6.79
H 0.11 -4.88 7.51
H -1.76 -6.52 7.51
H -1.82 -6.52 5.81
H -2.16 -4.14 7.60
H -3.52 -5.01 6.76
N 5.22 0.89 -0.53
C 4.96 0.37 0.71
C 4.64 1.43 1.59
C 4.59 2.62 0.82
C 5.04 2.29 -0.53
H 5.43 0.37 -1.38
H 5.14 -0.66 0.95
H 4.49 1.31 2.65
H 4.23 3.57 1.19
H 5.15 2.75 -1.50
N 2.37 4.03 -5.37
C 2.69 4.81 -4.29
C 3.47 4.08 -3.36
C 3.83 2.88 -4.05
C 3.08 2.82 -5.23
H 1.82 4.31 -6.16
H 2.20 5.78 -4.26
H 3.84 4.42 -2.41
H 4.49 2.13 -3.63
H 2.94 2.03 -5.96
N 0.82 5.84 1.74
C 1.69 6.11 0.70
C 2.95 6.04 1.17
C 2.94 5.75 2.48
C 1.59 5.51 2.83
H -0.17 6.00 1.77
H 1.32 6.41 -0.28
H 3.84 6.24 0.61
H 3.78 5.82 3.15
H 1.20 5.26 3.80
N 6.27 -3.02 2.45
C 5.34 -2.50 3.29
C 4.11 -2.77 2.68
C 4.35 -3.52 1.58
C 5.73 -3.59 1.40
H 7.27 -2.99 2.61
H 5.67 -2.04 4.21
H 3.12 -2.63 3.09
H 3.63 -3.98 0.91
H 6.36 -3.96 0.60
N -3.04 4.50 -1.29
C -1.80 4.79 -1.78
C -1.74 4.39 -3.06
C -3.04 3.88 -3.39
C -3.79 3.85 -2.20
H -3.25 4.63 -0.31
H -1.21 5.44 -1.16
H -0.90 4.37 -3.74
H -3.40 3.53 -4.35
H -4.73 3.37 -1.97
N -5.18 3.34 1.04
C -4.61 2.15 1.30
C -3.91 2.30 2.47
C -4.05 3.59 2.92
C -4.93 4.22 2.07
H -5.77 3.60 0.26
H -4.90 1.34 0.66
H -3.43 1.55 3.08
H -3.65 4.15 3.75
H -5.33 5.22 2.06
N -3.61 -1.20 -5.20
C -3.29 0.10 -4.97
C -2.26 0.45 -5.86
C -1.89 -0.76 -6.58
C -2.78 -1.73 -6.11
H -4.37 -1.71 -4.77
H -3.74 0.74 -4.23
H -1.82 1.43 -5.96
H -1.08 -0.96 -7.27
H -2.91 -2.78 -6.33
*
```

Atom charges from the Löwdin analysis, given in e for atoms 1 to 99: -0.06, -0.16, -0.19, 0.02, -0.14, -0.06, -0.02, -0.14, -0.21, -0.13, 0.07, 0.06, 0.05, 0.09, 0.10, 0.09, 0.08, 0.08, 0.10, 0.10, 0.07, 0.04, 0.08, 0.10, 0.11, 0.11, 0.11, 0.08, 0.06, 0.08, -0.10, -0.22, -0.18, -0.24, 0.17, 0.04, 0.07, 0.08, 0.11, 0.08, 0.10, 0.10, -0.12, -0.28, -0.20, -0.22, 0.14, 0.08, 0.06, 0.08, 0.09, 0.11, 0.10, 0.12, -0.13, -0.22, -0.18, -0.23, 0.19, 0.08, 0.08, 0.08, 0.12, 0.10, 0.10, 0.11, -0.11, -0.26, -0.16, -0.18, 0.16, 0.08, 0.08, 0.05, 0.09, 0.11, 0.10, 0.12, -0.08, -0.26, -0.18, -0.21, 0.18, 0.07, 0.08, 0.07, 0.11, 0.11, 0.12, 0.12, 0.01, -0.14, -0.12, -0.09, -0.07, 0.13, 0.09, 0.09, 0.06

=====

6.
Density functional theory data (ωB97M-V with the def2-TZVPD basis set) for an isolated molecule of C12H13Cl2N3O3.

Calculated values
E_LUMO in eV: 0.49
Kohn-Sham gap in eV: 9.08
DFT total energy in eV: -48313.02534
SMILES string: CCOC(=O)C/C(N)=N/NC(=O)c1ccc(Cl)cc1Cl

```
! RIJCOSX wB97M-V def2-TZVPD def2/J DEFGRID3
* xyz 0 1
C 4.20 2.28 -0.87
C 5.00 1.13 -0.28
O 4.15 0.16 0.33
C 3.59 -0.76 -0.47
O 3.82 -0.86 -1.64
C 2.64 -1.64 0.32
C 1.31 -0.94 0.45
N 1.33 0.29 1.01
N 0.32 -1.58 -0.05
N -0.99 -1.15 -0.08
C -1.70 -0.31 0.69
O -1.27 0.36 1.63
C -3.15 -0.27 0.31
C -3.89 -1.44 0.25
C -5.24 -1.42 -0.05
C -5.86 -0.20 -0.29
Cl -7.54 -0.15 -0.67
C -5.14 0.98 -0.25
C -3.79 0.94 0.06
Cl -2.90 2.41 0.09
H 3.59 2.75 -0.10
H 3.55 1.91 -1.66
H 4.88 3.02 -1.29
H 5.66 1.48 0.52
H 5.59 0.64 -1.06
H 2.50 -2.58 -0.21
H 3.06 -1.81 1.31
H 0.44 0.65 1.37
H 2.18 0.59 1.46
H -1.49 -1.67 -0.78
H -3.41 -2.39 0.46
H -5.81 -2.33 -0.08
H -5.62 1.93 -0.44
*
```

Quick look at the Löwdin charges, all values in e: -0.06, -0.21, -0.03, -0.50, 0.13, -0.01, -0.40, 0.18, 0.09, 0.07, -0.45, 0.02, -0.16, -0.02, -0.10, -0.67, 0.69, -0.12, -0.59, 0.75, 0.08, 0.08, 0.08, 0.12, 0.12, 0.13, 0.13, 0.07, 0.10, 0.14, 0.12, 0.11, 0.11

=====

- Which of these has the lowest DFT total energy?
  C56H90N13O

=====

- Number 2 is which compound?
  C2H4N2O